[1]
{
  "formula": "C9H12N2O2S",
  "method": "ωB97M-V/def2-TZVPD",
  "homo_energy_ha": -0.302,
  "relative_energy_ev": 5.439,
  "smiles": "O=[N+]([O-])c1ccccc1.C=CCSN",
  "symbols": ["O", "N", "O", "C", "C", "C", "C", "C", "C", "H", "H", "H", "H", "H", "C", "C", "C", "S", "N", "H", "H", "H", "H", "H", "H", "H"],
  "coordinates": [[-1.4581, -2.8525, 1.7281], [-1.2384, -2.3149, 0.6675], [-0.9312, -2.9310, -0.3478], [-1.6134, -0.9078, 0.5435], [-2.0160, -0.2036, 1.6281], [-2.3913, 1.1294, 1.4775], [-2.4499, 1.6460, 0.1801], [-2.1157, 0.8867, -0.9329], [-1.6784, -0.3965, -0.7292], [-1.7412, -0.5585, 2.5838], [-2.5470, 1.7689, 2.3515], [-2.7768, 2.7342, 0.0422], [-2.4051, 1.3953, -1.9051], [-1.6566, -0.9913, -1.6205], [2.4685, -1.7439, 0.0047], [1.5479, -1.1922, -0.7896], [1.6871, 0.2416, -1.3594], [1.8364, 1.2203, 0.2401], [3.1407, 2.3380, -0.1472], [2.4008, -2.8320, 0.3920], [3.5149, -1.3609, 0.1540], [0.6342, -1.6570, -0.9345], [0.8350, 0.5455, -1.8426], [2.6882, 0.3347, -1.8293], [2.6220, 3.1466, -0.3559], [3.6433, 2.5551, 0.8009]],
  "forces_ev_per_angstrom": [[0.49, 0.06, 0.57], [-1.21, -1.15, -0.60], [0.21, 0.49, 0.49], [0.21, -0.55, -1.18], [0.92, 1.54, 0.75], [0.22, 0.06, -0.60], [-0.57, 2.12, 0.71], [-1.25, 1.81, -0.21], [-0.93, 0.10, -1.56], [-0.38, -0.63, 0.99], [-0.14, -0.35, -0.39], [0.48, -1.72, 0.18], [0.96, -1.28, 0.94], [0.71, -0.65, 0.01], [1.22, -2.22, -0.20], [1.85, 1.40, 0.37], [3.11, -1.71, 3.52], [0.32, 0.12, -0.68], [0.81, -0.70, 2.55], [-0.39, 1.97, -0.65], [-1.37, 0.16, -0.06], [-1.36, -0.98, -0.43], [-1.59, 0.81, -1.62], [-0.96, 0.30, -0.18], [-0.20, 1.66, -0.44], [-1.15, -0.67, -2.32]]
}

[2]
{
  "formula": "C26H30MoN3O6S2Si2",
  "method": "ωB97M-V/def2-TZVPD",
  "homo_energy_ha": [-0.427, -0.427],
  "total_charge": 1,
  "symbols": ["Mo", "C", "Si", "C", "C", "C", "C", "C", "C", "C", "C", "N", "Si", "C", "C", "C", "H", "H", "H", "H", "H", "H", "H", "H", "H", "H", "H", "H", "H", "H", "H", "H", "H", "H", "H", "H", "H", "H", "O", "S", "O", "N", "C", "S", "C", "C", "C", "C", "C", "C", "H", "H", "H", "H", "O", "C", "O", "C", "C", "C", "C", "C", "C", "N", "O", "O", "H", "H", "H", "H"],
  "coordinates": [[-0.4953, 0.6418, 0.1949], [-2.6132, 2.2047, -2.2419], [-2.7391, 0.3394, -2.1963], [-1.6466, -0.3837, -3.5164], [-4.5366, -0.0929, -2.4564], [-2.2547, -0.3359, -0.4275], [-2.9377, 0.5233, 0.5593], [-4.0469, 0.2802, 1.3836], [-4.4583, 1.2745, 2.2382], [-3.7444, 2.4798, 2.3303], [-2.6140, 2.6328, 1.5771], [-2.2338, 1.6726, 0.7087], [-2.3526, -2.2405, -0.1790], [-1.8129, -2.6165, 1.5835], [-1.2672, -3.0914, -1.4319], [-4.0895, -2.9104, -0.4045], [-2.9051, 2.5025, -3.2535], [-1.6063, 2.5917, -2.0836], [-3.2987, 2.6959, -1.5504], [-1.8630, 0.1379, -4.4521], [-1.8171, -1.4456, -3.6813], [-0.5871, -0.2309, -3.3021], [-4.8955, 0.4379, -3.3418], [-5.1522, 0.2292, -1.6131], [-4.7100, -1.1551, -2.6192], [-4.5803, -0.6545, 1.3112], [-5.3390, 1.1278, 2.8497], [-4.0637, 3.2675, 2.9966], [-1.9881, 3.5135, 1.6300], [-2.0534, -1.8192, 2.2923], [-0.7412, -2.8119, 1.6279], [-2.3164, -3.5198, 1.9343], [-0.3695, -2.5306, -1.6923], [-1.8244, -3.2884, -2.3488], [-0.9375, -4.0519, -1.0316], [-4.8654, -2.4282, 0.1888], [-4.0651, -3.9620, -0.1047], [-4.4006, -2.8854, -1.4482], [2.9171, -1.4592, -0.7229], [2.0888, -2.0657, 0.2663], [1.4189, -3.2958, 0.0087], [0.9539, -0.8968, 0.7662], [1.1247, -0.5646, 2.0203], [0.0677, 0.6818, 2.5632], [2.2067, -1.2495, 2.7240], [2.6158, -1.1181, 4.0403], [3.7053, -1.8731, 4.4547], [4.3602, -2.7281, 3.5730], [3.9487, -2.8625, 2.2484], [2.8685, -2.1070, 1.8548], [2.1027, -0.4489, 4.7185], [4.0525, -1.7959, 5.4756], [5.2075, -3.3023, 3.9226], [4.4571, -3.5290, 1.5654], [0.8734, 2.2640, -3.0830], [1.3632, 1.9913, -2.0357], [0.6046, 1.3175, -1.0895], [2.7356, 2.3265, -1.5847], [3.2226, 1.9403, -0.3413], [4.5127, 2.2727, 0.0288], [5.2829, 2.9942, -0.8623], [4.8241, 3.3953, -2.1031], [3.5333, 3.0536, -2.4648], [6.6665, 3.3515, -0.4659], [7.0425, 2.9794, 0.6254], [7.3260, 3.9808, -1.2616], [2.6064, 1.3672, 0.3337], [4.9279, 1.9835, 0.9823], [5.4708, 3.9575, -2.7596], [3.1338, 3.3414, -3.4271]],
  "forces_ev_per_angstrom": [[0.52, 0.27, -0.42], [0.01, 0.00, -0.01], [0.00, -0.05, 0.05], [0.04, 0.02, 0.03], [0.00, 0.00, -0.02], [0.06, 0.02, 0.23], [-0.07, -0.04, -0.14], [-0.06, 0.04, 0.06], [-0.01, -0.09, -0.03], [0.06, 0.05, -0.04], [-0.05, 0.05, 0.05], [0.21, -0.19, -0.17], [-0.03, 0.01, -0.01], [-0.01, 0.02, -0.01], [-0.01, 0.02, -0.02], [0.01, -0.01, -0.01], [0.00, 0.00, 0.00], [-0.01, 0.01, 0.00], [0.01, 0.00, 0.01], [0.00, 0.00, 0.00], [0.00, -0.03, 0.01], [-0.01, -0.01, 0.00], [0.00, 0.01, 0.00], [0.00, -0.01, 0.00], [0.01, 0.01, -0.01], [-0.01, -0.02, 0.00], [0.00, 0.00, 0.00], [0.00, 0.00, 0.00], [0.01, -0.01, 0.01], [0.00, 0.00, -0.01], [0.02, 0.00, 0.01], [0.00, -0.01, -0.01], [-0.03, -0.01, 0.00], [-0.01, 0.01, -0.01], [0.00, 0.01, -0.01], [-0.01, 0.01, 0.01], [0.00, 0.00, 0.00], [0.00, 0.00, 0.01], [0.00, 0.01, 0.01], [-0.06, 0.02, -0.02], [0.04, -0.01, 0.03], [-0.20, -0.11, 0.01], [0.05, -0.01, 0.06], [0.08, 0.02, -0.15], [-0.02, 0.01, -0.03], [0.01, 0.00, 0.01], [0.00, 0.00, 0.00], [0.00, 0.00, 0.00], [-0.01, 0.02, 0.00], [0.01, -0.02, 0.01], [0.00, 0.00, 0.00], [0.00, 0.00, 0.00], [0.00, 0.00, 0.00], [0.00, 0.00, 0.00], [0.03, -0.08, 0.09], [0.10, 0.27, -0.15], [-0.63, -0.10, 0.61], [-0.02, -0.04, -0.02], [0.03, -0.03, -0.02], [0.00, 0.01, 0.01], [0.00, 0.02, 0.01], [-0.01, 0.00, 0.01], [0.00, -0.01, -0.02], [0.05, -0.06, -0.02], [-0.02, 0.02, 0.00], [-0.02, 0.02, 0.01], [-0.03, -0.03, 0.04], [0.00, 0.01, 0.00], [0.00, 0.00, 0.00], [0.00, 0.00, 0.00]]
}

[3]
{
  "formula": "C6H16",
  "method": "ωB97M-V/def2-TZVPD",
  "homo_energy_ha": -0.419,
  "relative_energy_ev": 0.322,
  "smiles": "CCC.CCC",
  "symbols": ["C", "C", "C", "H", "H", "H", "H", "H", "H", "H", "H", "C", "C", "C", "H", "H", "H", "H", "H", "H", "H", "H"],
  "coordinates": [[3.3601, 0.2935, -2.8319], [4.3673, -0.7833, -3.2406], [5.3021, -0.1722, -4.3252], [3.9810, 1.1572, -2.5404], [2.8115, -0.0614, -1.9432], [2.6284, 0.6253, -3.5877], [4.9650, -1.0256, -2.3410], [3.8870, -1.7184, -3.5876], [4.7570, -0.1734, -5.2841], [6.2276, -0.7600, -4.4459], [5.5754, 0.8672, -4.0771], [-4.9432, -0.9572, 3.8812], [-3.8043, -0.0016, 3.5204], [-4.2047, 1.4014, 3.0451], [-5.5776, -0.5098, 4.6648], [-4.5167, -1.8978, 4.2684], [-5.5751, -1.1907, 3.0078], [-3.1472, 0.1108, 4.4042], [-3.1978, -0.4378, 2.7034], [-4.8087, 1.2851, 2.1295], [-3.2959, 1.9750, 2.7966], [-4.7912, 1.9739, 3.7832]],
  "forces_ev_per_angstrom": [[0.02, -0.15, 0.76], [0.48, 0.53, -0.40], [-0.26, -0.73, -0.01], [-0.56, -0.08, 0.03], [0.00, 0.36, -0.30], [0.44, -0.34, 0.08], [-0.27, -0.01, -0.41], [0.26, 0.47, 0.09], [0.35, 0.14, 0.23], [-0.35, 0.23, -0.05], [-0.10, -0.43, -0.04], [0.01, 0.14, 0.02], [0.52, 0.20, 0.09], [-0.19, -0.23, -0.23], [0.14, -0.24, -0.26], [-0.30, 0.30, -0.14], [0.19, 0.10, 0.32], [-0.16, -0.16, -0.40], [-0.14, 0.02, 0.48], [0.14, 0.31, 0.27], [-0.42, -0.13, 0.06], [0.21, -0.29, -0.21]]
}